{"formula": "C2H5NO3", "method": "ωB97M-V/def2-TZVPD", "elements": ["C", "N", "C", "O", "O", "O", "H", "H", "H", "H", "H"], "coordinates": [[1.2703, 0.6486, -0.4599], [-1.6983, -0.5964, 1.4880], [0.1840, -0.3559, -0.7420], [-0.6308, -0.5628, 2.0529], [-1.0709, 0.1614, -0.7837], [0.3558, -1.5332, -0.8821], [-1.0852, 1.1142, -0.6336], [-1.9201, -1.5526, 1.0995], [2.2407, 0.1537, -0.5025], [1.2290, 1.4677, -1.1874], [1.1255, 1.0552, 0.5508]], "atomic_forces_ev_per_a": [[0.10, 0.02, 0.07], [0.22, 0.57, 0.98], [0.33, 0.08, 0.03], [-0.94, -0.54, -0.55], [-0.10, -0.23, -0.53], [-0.24, 0.27, -0.01], [0.14, -0.05, 0.06], [0.58, -0.08, 0.08], [-0.15, 0.10, -0.05], [0.05, -0.10, 0.17], [0.00, -0.04, -0.24]], "lowdin_charge": [0.0048, 0.0209, -0.5995, -0.0614, 0.0536, 0.1092, 0.1162, 0.0833, 0.0918, 0.0907, 0.0905], "e_tot_ev": -9785.039, "smiles": "CC(=O)O.N=O", "orbital_gap_ha": 0.3414, "homo_energy_ev": -9.4}